Record 1
DFT (wB97M-V/def2-TZVPD) results for a single C15H16ClN3O3S molecule in a non-equilibrium geometry.

Atoms and positions in Å:
C -2.085 -1.496 1.841
N -2.113 -0.994 0.488
S -1.500 -2.031 -0.675
O -1.890 -1.494 -1.950
O -1.811 -3.396 -0.367
C 0.269 -1.794 -0.506
C 0.977 -2.497 0.452
C 2.342 -2.302 0.577
C 2.982 -1.420 -0.282
C 2.281 -0.746 -1.272
C 0.914 -0.931 -1.373
H 0.348 -0.433 -2.143
H 2.796 -0.085 -1.951
Cl 4.677 -1.171 -0.130
H 2.908 -2.836 1.324
H 0.461 -3.213 1.071
C -3.259 -0.177 0.107
C -2.741 1.258 -0.025
O -3.055 2.159 0.722
N -1.852 1.368 -1.031
H -1.667 0.536 -1.577
C -0.948 2.488 -1.143
C 0.380 2.215 -0.478
N 1.460 2.633 -1.122
C 2.643 2.451 -0.560
C 2.819 1.832 0.667
C 1.691 1.376 1.333
C 0.450 1.570 0.755
H -0.452 1.244 1.249
H 1.779 0.885 2.291
H 3.804 1.709 1.087
H 3.487 2.822 -1.127
H -1.429 3.335 -0.642
H -0.779 2.742 -2.191
H -3.650 -0.527 -0.850
H -4.044 -0.230 0.863
H -2.730 -2.372 1.965
H -2.403 -0.707 2.519
H -1.060 -1.774 2.083

- HOMO (eV) = -9.385
- gap between HOMO and LUMO (Eh) = 0.3531
- largest force on an atom (Eh/bohr) = 0.0204
- relative energy (zero: lowest compared OMol25 entry of this formula, charge and spin) (kcal per mole) = 6.78



Record 2
DFT (wB97M-V/def2-TZVPD) results for a single C7H8N2O molecule in a non-equilibrium geometry.

Atoms and positions in Å:
C 1.707 -0.066 -2.125
C 0.447 0.514 -2.353
C 1.910 -0.581 -0.900
C -0.446 0.676 -1.266
C 1.019 -0.591 0.132
C -0.136 0.195 -0.009
C -1.020 0.189 1.095
N -1.918 1.112 1.498
N -0.903 -0.917 2.183
O -1.684 -0.824 3.176
H 2.350 -0.354 -2.930
H 0.249 0.925 -3.401
H 2.887 -1.015 -0.641
H -1.508 0.959 -1.409
H 1.248 -1.246 0.952
H -1.556 2.018 1.685
H -2.344 0.660 2.398
H -0.299 -1.654 1.914

- HOMO (alpha / beta) (eV) = -8.068 / -6.985
- gap between HOMO and LUMO (alpha / beta) (Eh) = 0.2945 / 0.2608
- largest force on an atom (Eh/bohr) = 0.1416
- relative energy (zero: lowest compared OMol25 entry of this formula, charge and spin) (kcal per mole) = 85.13



Record 3
DFT (wB97M-V/def2-TZVPD) results for 3 unconnected molecules or ions with the total composition C6H20N5 in a non-equilibrium geometry.

Atoms and positions in Å:
C -3.513 1.925 0.195
C -1.521 -2.663 1.010
C 2.183 1.795 -1.142
C 2.310 1.292 1.325
C -2.670 0.648 -0.336
C -0.383 0.004 -0.118
N 2.784 -2.157 -0.673
N -0.776 -2.133 -0.093
N -1.254 0.962 -0.247
N 0.923 0.058 -0.122
N 1.461 1.384 0.079
H -2.898 2.422 0.971
H -3.922 2.513 -0.592
H -4.385 1.628 0.718
H -1.038 -2.822 1.920
H -2.476 -2.241 1.221
H -1.640 -3.703 0.698
H 1.503 1.848 -2.008
H 2.619 2.809 -0.998
H 2.940 0.961 -1.337
H 3.193 2.035 1.350
H 1.494 1.353 2.161
H 2.866 0.284 1.388
H -2.873 -0.104 0.348
H -2.982 0.307 -1.315
H 3.426 -1.892 -1.372
H 2.165 -2.803 -1.245
H -1.366 -2.024 -1.028
H -1.031 1.866 -0.418
H 1.590 -0.835 -0.459
H 3.270 -2.717 0.121

- HOMO (eV) = -12.771
- total charge = +1
- gap between HOMO and LUMO (Eh) = 0.3252
- largest force on an atom (Eh/bohr) = 0.0983
- relative energy (zero: lowest compared OMol25 entry of this formula, charge and spin) (kcal per mole) = 78.34



Record 4
DFT (wB97M-V/def2-TZVPD) results for 2 unconnected molecules or ions with the total composition C4H9N2O4 in a non-equilibrium geometry.

Atoms and positions in Å:
C -0.587 -1.191 -0.885
C -0.601 0.579 0.469
C -2.057 0.197 0.154
C 2.681 -0.194 -0.309
N 0.172 -0.423 -0.197
N -1.886 -0.798 -0.884
O -0.144 1.869 0.175
O -2.768 -0.275 1.240
O 2.970 0.840 -0.995
O 2.685 -0.094 0.953
H -0.245 -1.962 -1.500
H -0.456 0.327 1.551
H -2.595 0.921 -0.474
H 2.741 -1.207 -0.766
H -2.716 -1.391 -1.128
H -0.583 2.233 -0.511
H -2.144 -0.186 2.020
H 3.006 1.652 -0.462
H 2.525 -0.896 1.547

- HOMO (eV) = -13.104
- total charge = +1
- gap between HOMO and LUMO (Eh) = 0.3342
- largest force on an atom (Eh/bohr) = 0.0981
- relative energy (zero: lowest compared OMol25 entry of this formula, charge and spin) (kcal per mole) = 39.85



Record 5
DFT (wB97M-V/def2-TZVPD) results for a single C6H8N2O molecule in a non-equilibrium geometry.

Atoms and positions in Å:
C 0.030 2.347 0.564
C 0.214 0.445 -0.635
C -0.897 -0.603 -0.433
C 1.535 0.175 -0.656
C 2.251 -0.995 -0.140
C 2.972 -1.876 0.246
H -0.159 1.751 1.451
H 1.039 2.757 0.530
H -0.552 3.271 0.539
H -0.522 -1.627 -0.786
H -3.724 -1.306 0.616
H -2.594 -2.486 -0.009
H 2.176 1.074 -0.898
H 3.597 -2.682 0.499
N -2.152 -0.478 -0.089
N -3.000 -1.486 -0.080
O -0.214 1.719 -0.720

- HOMO (eV) = -8.299
- gap between HOMO and LUMO (Eh) = 0.3196
- largest force on an atom (Eh/bohr) = 0.0812
- relative energy (zero: lowest compared OMol25 entry of this formula, charge and spin) (kcal per mole) = 112.81



Record 6
DFT (wB97M-V/def2-TZVPD) results for 7 unconnected molecules or ions with the total composition C5H25NO7 in a non-equilibrium geometry.

Atoms and positions in Å:
C -0.259 1.086 1.812
N 0.177 0.447 0.609
C -0.671 -0.782 0.393
C -1.561 -0.552 -0.981
C -1.559 -1.960 -1.787
O -2.871 -0.317 -0.507
C 0.876 2.017 2.310
H -1.178 1.661 1.712
H -0.300 0.500 2.744
H 1.155 0.213 0.592
H -1.420 -1.029 1.135
H -0.072 -1.753 0.164
H -1.371 0.166 -1.745
H -1.863 -2.732 -1.177
H -0.555 -2.068 -2.236
H -2.181 -1.992 -2.707
H -3.650 -0.722 -0.804
H 1.822 1.409 2.293
H 0.925 2.923 1.525
H 0.649 2.337 3.321
H 0.854 1.655 -1.627
H -0.168 2.288 -2.553
O 0.558 1.849 -2.491
H 3.525 0.928 -2.359
H 4.014 1.010 -0.932
O 4.012 0.443 -1.739
H 4.178 0.107 1.195
H 3.040 -0.909 1.933
O 3.194 -0.356 1.027
H -2.782 1.521 -0.627
H -1.391 2.115 -0.620
O -2.331 2.464 -0.650
H 2.503 -3.475 -1.668
H 2.556 -2.245 -0.904
O 2.092 -3.221 -0.758
H -2.932 -0.341 2.597
H -2.334 -1.632 2.331
O -2.807 -1.102 3.079

- HOMO (eV) = -9.307
- gap between HOMO and LUMO (Eh) = 0.3373
- largest force on an atom (Eh/bohr) = 0.1698
- relative energy (zero: lowest compared OMol25 entry of this formula, charge and spin) (kcal per mole) = 99.75



Record 7
DFT (wB97M-V/def2-TZVPD) results for 2 unconnected molecules or ions with the total composition C4H7N2O2 in a non-equilibrium geometry.

Atoms and positions in Å:
C 1.800 0.394 -0.081
C 1.280 -0.861 -0.172
C 0.942 1.347 0.525
C -0.724 -0.207 0.779
N -0.274 1.011 0.968
N -0.007 -1.153 0.229
O -1.555 0.506 -1.187
O -1.830 -0.621 1.325
H 2.825 0.552 -0.409
H 1.774 -1.625 -0.769
H 1.314 2.384 0.617
H -1.179 0.555 -2.102
H -0.361 -2.089 0.099
H -2.149 1.352 -1.041
H -1.856 -1.548 1.220

- HOMO (eV) = -14.790
- total charge = +1
- gap between HOMO and LUMO (Eh) = 0.3660
- largest force on an atom (Eh/bohr) = 0.0650
- relative energy (zero: lowest compared OMol25 entry of this formula, charge and spin) (kcal per mole) = 9.89



Record 8
DFT (wB97M-V/def2-TZVPD) results for a single C6H6N2O3 molecule in a non-equilibrium geometry.

Atoms and positions in Å:
C -1.010 0.434 -0.073
C 0.523 2.375 -2.473
C -0.804 2.735 -0.271
C -0.544 -0.769 -0.345
C 0.696 -1.212 1.743
C -0.131 -1.852 0.622
N -1.454 1.572 0.030
N 0.048 2.882 -1.464
O 0.926 2.161 -3.538
O -0.920 3.729 0.388
O 0.577 -2.947 0.052
H -0.730 -1.033 -1.393
H 1.115 -1.936 2.572
H 1.548 -0.579 1.508
H 0.017 -0.432 2.267
H -0.923 -2.437 1.180
H 1.066 -2.692 -0.804

- HOMO (eV) = -9.918
- gap between HOMO and LUMO (Eh) = 0.3478
- largest force on an atom (Eh/bohr) = 0.0669
- relative energy (zero: lowest compared OMol25 entry of this formula, charge and spin) (kcal per mole) = 36.97



Record 9
DFT (wB97M-V/def2-TZVPD) results for 3 unconnected molecules or ions with the total composition C3H12O3 in a non-equilibrium geometry.

Atoms and positions in Å:
C 0.455 0.039 0.315
O 0.827 0.124 1.707
C -0.314 1.426 -0.248
C 0.299 2.724 0.307
H 1.380 -0.040 -0.115
H 0.106 -0.945 0.033
H -0.114 0.253 1.998
H -0.228 1.474 -1.340
H -1.353 1.207 -0.068
H 1.305 2.600 0.138
H -0.149 3.636 -0.073
H 0.225 2.691 1.367
H 0.927 -3.715 -3.784
H 2.407 -4.037 -4.335
O 1.899 -3.556 -3.643
H -2.302 -1.872 3.132
H -2.753 -1.005 1.830
O -2.617 -1.003 2.778

- HOMO (eV) = -10.159
- gap between HOMO and LUMO (Eh) = 0.3973
- largest force on an atom (Eh/bohr) = 0.0646
- relative energy (zero: lowest compared OMol25 entry of this formula, charge and spin) (kcal per mole) = 34.42



Record 10
DFT (wB97M-V/def2-TZVPD) results for a single C13H14BCl molecule in a non-equilibrium geometry.

Atoms and positions in Å:
B -0.136 -0.127 -0.434
C 1.693 -1.536 -4.095
C 0.307 -1.664 -3.922
C 2.459 -0.734 -3.270
C -0.289 -1.182 -2.798
C 1.811 -0.222 -2.144
C 0.466 -0.476 -1.813
C -1.664 0.467 -0.067
C -1.635 0.568 1.275
C 0.510 0.983 4.104
C 0.152 1.381 2.927
C 0.693 -0.065 0.923
C -0.315 0.276 1.965
C -2.722 0.959 2.191
Cl -3.249 2.644 1.714
H 1.976 -1.906 -5.125
H -0.148 -2.026 -4.862
H 3.483 -0.635 -3.518
H -1.238 -1.398 -2.543
H 2.360 0.168 -1.375
H -2.618 0.666 -0.551
H 0.915 1.702 4.768
H 0.588 -0.093 4.238
H 0.082 2.323 2.571
H 1.003 -1.176 1.158
H 1.624 0.394 0.859
H -0.477 -0.641 2.591
H -2.265 1.187 3.209
H -3.365 0.160 2.021

- HOMO (eV) = -9.110
- gap between HOMO and LUMO (Eh) = 0.3409
- largest force on an atom (Eh/bohr) = 0.0891
- relative energy (zero: lowest compared OMol25 entry of this formula, charge and spin) (kcal per mole) = 0.00



Record 11
DFT (wB97M-V/def2-TZVPD) results for 6 unconnected molecules or ions with the total composition C31H49ClFNO19S2 in a non-equilibrium geometry.

Atoms and positions in Å:
C -2.580 2.311 2.905
C -3.240 0.828 3.183
Cl -3.968 0.685 4.894
C -4.416 0.444 2.058
C -3.912 -1.016 1.416
C -3.804 -2.265 2.499
C -3.259 -3.751 1.959
S -3.035 -5.247 3.073
C -2.881 -3.836 0.366
C -3.016 -2.616 -0.720
C -3.546 -1.154 -0.202
C -2.518 -3.165 -2.183
O -2.808 -2.755 -3.428
N -1.588 -4.316 -1.744
S 0.011 -3.687 -1.414
O 1.103 -4.763 -1.197
O 0.437 -2.887 -2.706
F 0.097 -2.582 -0.105
C -2.288 -5.040 -0.575
O -2.453 -6.346 -0.350
H -3.279 3.049 2.316
H -2.215 2.740 3.949
H -1.587 2.156 2.265
H -2.343 0.047 3.102
H -5.454 0.317 2.584
H -4.415 1.222 1.181
H -4.090 -2.076 3.642
H -2.549 -4.696 4.300
H -3.643 -0.284 -0.982
C 0.962 -1.437 -5.895
C -0.105 -0.398 -5.589
O 0.485 0.857 -5.227
C 1.003 1.581 -6.249
O 1.008 1.260 -7.429
O 1.545 2.713 -5.735
C 2.222 3.515 -6.699
H 1.659 -1.529 -5.057
H 0.507 -2.412 -6.089
H 1.555 -1.156 -6.770
H -0.693 -0.731 -4.729
H -0.800 -0.271 -6.427
H 1.570 3.756 -7.545
H 3.127 3.002 -7.040
H 2.517 4.451 -6.216
C 3.868 0.828 0.671
C 2.620 0.666 1.522
O 2.813 1.216 2.832
C 2.784 2.569 2.913
O 2.609 3.342 1.983
O 3.012 2.921 4.203
C 3.115 4.327 4.405
H 4.738 0.400 1.180
H 3.742 0.334 -0.296
H 4.095 1.883 0.489
H 2.411 -0.399 1.654
H 1.740 1.111 1.043
H 2.234 4.851 4.018
H 4.028 4.705 3.934
H 3.180 4.513 5.481
C -4.325 7.134 -8.795
C -2.817 7.119 -8.988
O -2.159 6.509 -7.870
C -2.240 5.157 -7.805
O -2.813 4.431 -8.604
O -1.599 4.749 -6.682
C -1.704 3.349 -6.438
H -4.585 7.612 -7.846
H -4.813 7.674 -9.611
H -4.734 6.121 -8.763
H -2.452 8.149 -9.046
H -2.532 6.622 -9.922
H -1.366 2.767 -7.302
H -2.736 3.092 -6.179
H -1.063 3.102 -5.586
C 1.522 5.988 10.810
C 2.974 6.111 11.245
O 3.718 4.935 10.900
C 4.043 4.807 9.590
O 3.761 5.595 8.698
O 4.710 3.637 9.432
C 5.016 3.329 8.074
H 1.075 5.077 11.218
H 0.944 6.852 11.149
H 1.435 5.925 9.722
H 3.015 6.203 12.334
H 3.449 7.006 10.826
H 5.563 4.147 7.594
H 4.095 3.106 7.527
H 5.650 2.438 8.062
C -0.019 -8.545 -1.415
C 0.516 -8.593 0.007
O -0.027 -9.707 0.727
C 0.489 -10.920 0.411
O 1.362 -11.137 -0.416
O -0.151 -11.859 1.152
C 0.227 -13.196 0.836
H -1.114 -8.547 -1.413
H 0.334 -7.647 -1.930
H 0.299 -9.418 -1.992
H 0.202 -7.690 0.539
H 1.612 -8.616 0.029
H 1.311 -13.331 0.905
H -0.133 -13.457 -0.165
H -0.250 -13.864 1.559

- HOMO (eV) = -9.611
- gap between HOMO and LUMO (Eh) = 0.2599
- largest force on an atom (Eh/bohr) = 0.1897



Record 12
DFT (wB97M-V/def2-TZVPD) results for a single C8H16O2SSi molecule in a non-equilibrium geometry.

Atoms and positions in Å:
C -0.676 0.791 1.089
C -0.286 0.394 -0.071
C -0.931 2.273 1.173
C 0.136 1.735 -1.256
C -1.060 -0.058 2.204
C -0.520 -2.838 0.186
C 2.237 -1.326 -0.070
C -0.029 -1.215 -2.534
O 1.294 3.518 0.360
O -0.773 4.132 -0.775
Si 0.361 -1.298 -0.612
S -0.005 3.143 -0.122
H -2.065 2.573 1.164
H -0.524 2.673 2.157
H 1.150 1.395 -1.534
H -0.765 1.826 -1.903
H -1.693 0.417 2.904
H -0.067 -0.184 2.812
H -1.457 -1.069 2.064
H -0.003 -3.716 -0.126
H -0.285 -2.773 1.281
H -1.553 -3.079 0.117
H 2.621 -1.844 -0.876
H 2.694 -0.309 0.074
H 2.591 -1.825 0.899
H -0.674 -2.058 -2.897
H -0.617 -0.290 -2.588
H 0.896 -0.991 -3.119

- HOMO (eV) = -9.789
- gap between HOMO and LUMO (Eh) = 0.3818
- largest force on an atom (Eh/bohr) = 0.0972
- relative energy (zero: lowest compared OMol25 entry of this formula, charge and spin) (kcal per mole) = 53.88



Which of these has the highest largest force on an atom? C31H49ClFNO19S2